1.
Density functional theory data (wB97M-V/def2-TZVPD) for a molecular structure, C12H10BrIr at a distorted geometry.

<S²>	8.80
charge	+3
spin multiplicity	6
frontier orbital gap (spin up / spin down)	7.38 / 5.13	eV

CARTESIAN COORDINATES (ANGSTROEM)
Ir -0.39 0.01 -0.75
C 0.97 1.16 -2.74
C 1.35 -0.12 -2.65
C 0.56 -1.35 -2.57
C -0.84 -1.09 -2.60
C -1.46 0.32 -2.84
C -0.34 1.12 -3.06
H 1.73 2.19 -3.15
H 2.06 -0.56 -3.14
H 0.94 -2.21 -2.57
H -1.78 -2.11 -2.84
H -2.70 0.45 -2.95
H -0.92 2.16 -2.92
Br 0.01 0.18 6.30
C 0.37 -0.01 3.89
C -1.20 1.17 3.38
C -0.77 0.75 2.37
C 0.23 0.04 1.51
C 0.82 -0.97 2.16
C 1.10 -0.87 3.52
H -1.73 1.42 4.18
H -1.55 1.54 1.47
H 1.73 -1.90 1.88
H 1.83 -1.32 4.11

---

2.
Density functional theory data (wB97M-V/def2-TZVPD) for 18 unconnected molecules or ions with the total composition C30H52BrCl34F9N2O3PS at a distorted geometry.

charge	+1
frontier orbital gap	7.25	eV

CARTESIAN COORDINATES (ANGSTROEM)
C 6.71 1.53 0.60
C 5.19 0.93 0.44
Br 4.00 2.53 0.31
C 4.88 0.17 1.82
C 4.02 -1.17 1.68
C 3.28 -1.75 2.95
C 2.45 -3.08 2.66
C 1.65 -3.66 3.95
C 0.14 -3.01 3.97
C -0.43 -2.77 2.49
C -2.03 -2.60 2.42
C -2.57 -1.22 3.11
F -3.11 -1.65 4.40
F -1.52 -0.32 3.45
C -3.81 -0.56 2.35
F -4.61 0.12 3.32
F -4.65 -1.61 1.86
S -3.41 0.62 0.96
F -4.08 -0.48 -0.15
F -4.98 1.25 1.12
F -2.79 1.79 1.97
F -1.93 -0.06 0.63
F -3.16 1.67 -0.31
N 2.39 -3.73 1.42
N 3.04 -3.17 0.41
P 2.89 -4.06 -1.15
O 1.42 -4.54 -1.21
O 3.15 -2.98 -2.44
O 3.86 -5.44 -1.20
C 3.86 -2.00 0.35
H 6.71 2.54 1.12
H 7.16 1.64 -0.44
H 7.38 0.81 1.19
H 5.15 0.28 -0.49
H 4.26 0.88 2.49
H 5.84 -0.05 2.40
H 3.34 -1.26 3.97
H 2.25 -3.39 4.88
H 1.61 -4.81 3.89
H -0.50 -3.78 4.54
H 0.24 -2.02 4.54
H -0.19 -3.74 1.90
H 0.07 -1.92 1.92
H -2.40 -2.64 1.33
H -2.54 -3.48 2.95
H 2.34 -2.41 -2.43
H 3.25 -6.21 -1.33
H 4.36 -1.67 -0.61
C 1.13 1.39 4.15
Cl 2.21 1.53 5.55
Cl 1.56 0.00 3.15
H 0.11 1.27 4.51
H 1.21 2.30 3.55
C -0.28 -3.00 7.86
Cl -1.56 -2.37 6.81
Cl 1.27 -2.24 7.49
H -0.54 -2.79 8.90
H -0.20 -4.07 7.71
C -0.16 1.72 -1.77
Cl 0.47 2.85 -0.57
Cl 0.65 0.15 -1.67
H -1.23 1.58 -1.60
H 0.00 2.13 -2.77
C -4.44 -4.53 5.47
Cl -4.68 -5.66 6.81
Cl -3.83 -5.35 4.03
H -5.40 -4.06 5.23
H -3.73 -3.77 5.78
C -1.28 4.96 -3.50
Cl 0.44 4.52 -3.57
Cl -2.07 4.66 -5.05
H -1.76 4.36 -2.73
H -1.36 6.02 -3.26
C -2.09 1.03 7.99
Cl -0.43 1.17 7.42
Cl -3.14 2.23 7.23
H -2.47 0.03 7.75
H -2.11 1.18 9.07
C 0.91 6.66 -0.18
Cl -0.31 7.17 1.00
Cl 1.88 5.32 0.45
H 0.41 6.34 -1.09
H 1.57 7.50 -0.39
C -1.51 5.30 3.82
Cl -2.73 5.83 4.99
Cl -0.55 3.96 4.46
H -2.01 4.98 2.91
H -0.85 6.14 3.60
C 3.87 -3.06 -5.64
Cl 5.53 -2.90 -6.22
Cl 2.81 -1.86 -6.38
H 3.50 -4.05 -5.88
H 3.85 -2.92 -4.56
C -0.10 -1.20 -9.18
Cl 0.52 -0.06 -7.97
Cl 0.72 -2.76 -9.07
H -1.16 -1.35 -9.00
H 0.06 -0.78 -10.17
C -5.12 -2.37 -2.94
Cl -5.15 -4.03 -2.32
Cl -4.44 -2.32 -4.57
H -6.14 -1.99 -2.97
H -4.51 -1.76 -2.28
C -1.66 9.59 3.76
Cl 0.06 9.16 3.72
Cl -2.44 9.29 2.20
H -2.15 8.99 4.53
H -1.75 10.64 4.01
C -2.66 1.19 -6.82
Cl -2.53 1.46 -5.08
Cl -4.23 0.50 -7.25
H -2.54 2.14 -7.34
H -1.87 0.50 -7.13
C -0.55 3.19 -10.34
Cl -0.43 3.46 -8.59
Cl -2.12 2.50 -10.77
H -0.43 4.14 -10.85
H 0.23 2.50 -10.65
C 2.20 6.28 4.61
Cl 3.25 6.41 6.02
Cl 2.65 4.91 3.59
H 1.17 6.15 4.95
H 2.28 7.20 4.02
C 1.32 -5.73 -4.94
Cl 2.38 -5.59 -3.53
Cl 1.79 -7.11 -5.95
H 0.30 -5.86 -4.60
H 1.40 -4.82 -5.53
C -1.74 -6.69 -7.40
Cl -1.63 -6.41 -5.66
Cl -3.31 -7.38 -7.84
H -1.61 -5.75 -7.92
H -0.96 -7.39 -7.70

---

3.
Density functional theory data (wB97M-V/def2-TZVPD) for a single C10H13NO2S molecule at a distorted geometry.

relative energy (zero: lowest compared OMol25 entry of this formula, charge and spin)	118.0	kcal per mole
SMILES string	CC/C(C)=[N+](/[O-])O[C@@H]1C=CC=CC1=S
charge	0
frontier orbital gap	7.46	eV

CARTESIAN COORDINATES (ANGSTROEM)
C -3.47 -0.86 2.21
C -2.93 -0.16 1.19
C -2.80 -1.99 2.77
C -1.69 -0.63 0.54
C -1.56 -2.34 2.36
C -0.88 -1.59 1.37
C 2.84 1.03 -0.24
C 1.28 0.29 -3.00
C 1.49 1.55 -0.75
C 0.79 0.57 -1.61
N -0.34 0.03 -1.28
O -1.03 -0.77 -1.94
O -0.90 0.40 0.00
S 0.73 -1.71 1.10
H -4.40 -0.55 2.65
H -3.40 0.72 0.78
H -3.28 -2.53 3.57
H -2.01 -1.22 -0.37
H -1.00 -3.12 2.85
H 3.32 1.79 0.37
H 3.50 0.79 -1.07
H 2.69 0.14 0.35
H 0.88 -0.66 -3.35
H 0.94 1.07 -3.67
H 2.36 0.26 -3.02
H 0.86 1.80 0.11
H 1.66 2.46 -1.33

---

> Among the records above, which one has the highest charge?

C12H10BrIr

---

> charge of number 1 (C12H10BrIr)?

+3

---

> Number 2 is which compound?

C30H52BrCl34F9N2O3PS